Computed, not measured: a structure of composition C33H57IrN4OP2 at a distorted geometry, with the ωB97M-V functional and the def2-TZVPD basis.

Calculated values
Molecular weight (g mol⁻¹): 780.0
HOMO energy (spin up / spin down) (Eh): -0.533 / -0.665
Energy above the lowest of the compared OMol25 structures with the same formula, charge and spin (kJ/mol): 74.7

```
! wB97M-V def2-TZVPD RIJCOSX def2/J DEFGRID3
* xyz 3 6
C 2.08 -1.37 -0.99
C 1.57 0.80 -1.86
C 3.04 -1.55 -1.97
C 2.42 0.54 -2.97
C 3.17 -0.62 -3.01
H 3.64 -2.45 -1.92
H 2.52 1.33 -3.72
H 3.86 -0.81 -3.83
N 1.37 -0.24 -0.94
P 0.14 -2.41 0.78
P 0.18 2.42 -0.03
C 1.87 -2.40 0.13
H 2.16 -3.39 -0.24
H 2.55 -2.17 0.98
C -1.54 -0.21 1.59
O -2.48 -0.41 2.27
C 0.99 2.06 -1.61
H 1.13 2.83 -2.38
C -1.54 3.31 -0.14
C 1.43 3.81 0.45
C -0.75 -3.61 -0.40
C 0.28 -3.30 2.44
C -2.61 2.34 0.37
H -2.48 2.14 1.45
H -3.61 2.79 0.25
H -2.59 1.39 -0.18
C -1.67 4.56 0.76
H -1.44 4.33 1.81
H -1.07 5.41 0.42
H -2.72 4.88 0.72
C -1.83 3.70 -1.59
H -2.78 4.26 -1.61
H -1.05 4.36 -2.01
H -1.94 2.82 -2.23
C 1.18 4.31 1.89
H 0.73 3.53 2.52
H 2.13 4.60 2.34
H 0.53 5.19 1.90
C 2.85 3.24 0.36
H 2.97 2.30 0.93
H 3.14 3.05 -0.68
H 3.55 3.98 0.78
C 1.38 4.99 -0.54
H 1.64 4.69 -1.55
H 0.43 5.51 -0.56
H 2.14 5.72 -0.22
C -1.11 -3.78 2.89
H -1.02 -4.16 3.92
H -1.83 -2.95 2.90
H -1.49 -4.61 2.29
C 0.78 -2.34 3.52
H 1.78 -1.96 3.30
H 0.09 -1.51 3.68
H 0.85 -2.90 4.47
C 1.28 -4.47 2.39
H 2.26 -4.16 2.01
H 1.42 -4.83 3.42
H 0.92 -5.32 1.81
C -0.49 -3.16 -1.84
H 0.56 -3.30 -2.12
H -1.10 -3.78 -2.52
H -0.77 -2.11 -1.99
C -2.26 -3.63 -0.12
H -2.74 -2.66 -0.29
H -2.72 -4.37 -0.79
H -2.49 -3.95 0.91
C -0.29 -5.08 -0.27
H 0.79 -5.21 -0.38
H -0.63 -5.55 0.66
H -0.77 -5.65 -1.08
Ir 0.00 0.05 0.65
N -3.29 -0.73 -1.13
C -3.09 -0.78 -2.28
C -3.10 -0.51 -3.77
C -2.06 0.56 -4.07
C -2.75 -1.78 -4.54
C -4.53 -0.07 -4.07
H -2.39 1.51 -3.63
H -1.11 0.27 -3.62
H -1.91 0.71 -5.15
H -3.41 -2.61 -4.27
H -2.84 -1.62 -5.62
H -1.71 -2.06 -4.32
H -4.70 0.20 -5.12
H -5.22 -0.89 -3.79
H -4.74 0.80 -3.44
C 4.20 0.92 4.07
N 2.81 0.98 3.63
C 1.69 1.43 4.33
C 0.62 1.29 3.50
N 1.08 0.70 2.33
C 2.41 0.56 2.42
H 4.28 1.35 5.07
H 4.55 -0.12 4.09
H 4.84 1.50 3.39
H 1.74 1.81 5.32
H -0.41 1.57 3.65
H 3.08 0.18 1.65
*
```